Entry 1:
Density functional theory data (ωB97M-V/def2-TZVPD) for a structure of composition C3H7CrO2 at a distorted geometry.

**Frontier orbital gap (alpha / beta)**: 8.1 / 8.5 eV
**HOMO (alpha / beta)**: -13.04 / -13.37 eV
**Multiplicity**: 5
**Total charge**: +1
**E**: -1313.0964 hartree

Last column: Mulliken spin population.
Geometry (Å):
1 C 2.01930 -0.00462 0.05331  0.000
2 O 0.60662 -0.09879 0.03568  -0.008
3 C -0.09738 1.05208 0.44425  0.075
4 C -1.28871 1.23917 -0.12219  -0.287
5 H 2.41452 -0.97150 -0.27590  0.000
6 H 2.36944 0.78484 -0.62938  0.003
7 H 2.37533 0.21349 1.07085  0.003
8 H 0.38995 1.56070 1.28806  0.000
9 H -1.73964 2.22183 0.05192  -0.023
10 Cr -0.88321 -0.36394 -1.54650  4.208
11 O -1.99261 -1.65099 -0.42104  0.020
12 H -2.19148 -1.37095 0.52325  0.007
13 H -1.98212 -2.61132 -0.47230  0.002


Entry 2:
Density functional theory data (ωB97M-V/def2-TZVPD) for a structure of composition C3H7CsNO at a distorted geometry.

**Frontier orbital gap (alpha / beta)**: 12.7 / 7.5 eV
**HOMO (alpha / beta)**: -19.74 / -19.55 eV
**Multiplicity**: 2
**Total charge**: +2
**E**: -267.9793 hartree

Last column: Mulliken spin population.
Geometry (Å):
1 Cs -1.88538 0.27601 -3.81243  0.000
2 C 1.98810 -0.23770 0.96546  0.087
3 C 0.57879 -0.59590 0.38895  -0.030
4 O 0.24924 -1.76350 0.25705  0.847
5 N -0.27885 0.38922 0.05826  0.075
6 C -1.65981 0.28575 -0.39633  -0.001
7 H 1.82567 0.25752 1.92279  0.002
8 H 2.51337 0.46320 0.31667  0.009
9 H 2.64113 -1.10171 1.08858  0.003
10 H 0.09914 1.19873 0.52936  0.001
11 H -2.08323 1.26382 -0.62478  0.002
12 H -2.18154 -0.00851 0.51433  0.002
13 H -1.80669 -0.42692 -1.20790  0.004


Entry 3:
Density functional theory data (ωB97M-V/def2-TZVPD) for a structure of composition C3H7CuMgO3 at a distorted geometry.

**Frontier orbital gap (alpha / beta)**: 7.2 / 5.7 eV
**HOMO (alpha / beta)**: -7.92 / -8.03 eV
**Multiplicity**: 3
**Total charge**: 0
**E**: -2184.6119 hartree

Last column: Mulliken spin population.
Geometry (Å):
1 O -1.05321 2.16550 0.34374  0.000
2 C -1.93357 1.16742 -0.04495  -0.003
3 C -1.39803 -0.21569 0.30638  0.034
4 O -0.02732 -0.25617 -0.12916  0.037
5 C 0.61300 -1.47467 -0.10533  0.857
6 Cu 0.70162 1.62079 0.11989  0.360
7 H -2.12609 1.19351 -1.13784  -0.001
8 H -2.92238 1.26109 0.44602  -0.001
9 H -1.96027 -1.01481 -0.19852  -0.003
10 H -1.40426 -0.38682 1.39412  0.002
11 H 3.04832 -1.19147 -0.47746  -0.008
12 H 0.00869 -2.30622 -0.47693  0.036
13 Mg 3.39253 1.44076 -0.29658  0.582
14 O 3.84745 -0.37281 -0.53586  0.089
15 H 1.21352 -1.63043 0.79247  0.018


Entry 4:
Density functional theory data (ωB97M-V/def2-TZVPD) for a cluster of 2 separate species, C3H7F2NS in total at a distorted geometry.

**Frontier orbital gap**: 10.1 eV
**HOMO**: -9.36 eV
**Total charge**: 0
**E**: -771.1087 hartree

Last column: Mulliken charge in e.
Geometry (Å):
1 C 0.46570 1.27216 -0.34590  -0.555
2 C 1.27966 0.04374 -0.42238  -0.051
3 C -1.79543 -1.05069 1.29841  0.279
4 N 0.75682 -0.93865 -0.99970  -0.560
5 F -3.04025 -1.20323 1.83495  -0.269
6 F -0.90612 -1.67246 2.06586  -0.222
7 S 0.89480 2.13800 -1.91090  -0.210
8 H 0.53357 1.94277 0.44737  0.380
9 H -0.59576 0.92202 -0.62290  0.178
10 H 2.21513 -0.02527 0.14082  0.487
11 H -1.64287 -1.58543 0.28465  0.145
12 H 1.26097 -1.75607 -1.23715  0.200
13 H -1.69324 -0.04603 1.04031  0.055
14 H 2.26700 1.95915 -1.57344  0.142